ORCA calculation (ωB97M-V/def2-TZVPD) on a structure of composition C28H39IMgN6S3Si.

The geometry in XYZ format:
```
79
Properties=species:S:1:pos:R:3:forces:R:3:mulliken_charge:R:1
Mg -0.68417 -0.14499 0.43825 -0.334 -0.663 0.242 2.345
C -2.71667 3.27430 2.93875 -0.040 0.145 -0.066 -1.930
C -2.31509 2.08668 2.12087 -0.384 -0.554 -0.165 0.618
N -1.15633 1.54364 2.11245 0.449 0.710 -0.114 -0.051
N -0.18442 2.35451 2.68152 0.115 -0.423 0.320 -0.158
C 0.91759 1.87030 3.31095 -0.396 0.429 -0.277 -0.133
N 1.87346 2.85153 3.45425 0.010 0.009 0.247 -0.572
S 1.06838 0.33200 3.87090 0.068 -0.102 0.026 -0.265
C -3.36059 1.33900 1.36439 0.301 0.217 0.298 0.222
C -4.69914 1.52052 1.66568 -0.190 -0.048 -0.100 -1.103
C -5.64706 0.80617 0.95151 0.018 0.119 0.091 -0.479
C -5.21498 -0.05250 -0.03620 0.033 -0.161 -0.123 -1.092
C -3.85209 -0.20284 -0.24657 0.105 -0.019 0.074 -0.148
N -2.93486 0.47023 0.44554 -0.046 0.105 -0.225 0.058
H -1.96809 4.05950 2.94447 0.010 -0.028 0.046 0.421
H -2.90157 2.93913 3.96444 0.014 0.019 0.023 0.369
H -3.60304 3.74108 2.52158 -0.019 -0.041 0.011 0.428
H -0.26383 3.34547 2.49297 0.073 -0.052 -0.151 0.409
H 1.97159 3.47384 2.66199 -0.004 -0.028 -0.010 0.279
H 2.75264 2.46937 3.76552 -0.020 0.032 0.024 0.353
H -4.99379 2.20949 2.44156 -0.030 -0.010 0.002 0.382
H -6.70167 0.92814 1.16551 0.005 -0.003 -0.006 0.401
H -5.90552 -0.62999 -0.63527 -0.027 0.012 0.013 0.408
H -3.45555 -0.91797 -0.95837 -0.051 0.039 -0.031 0.471
S -1.32257 -1.79769 2.30180 0.155 0.006 0.129 -0.472
C -1.86941 -3.27807 1.57980 -0.023 0.078 0.009 0.212
C -2.30058 -4.32114 2.41374 0.071 0.244 0.085 -0.949
C -2.74959 -5.53644 1.92685 -0.175 -0.328 0.476 0.610
C -3.18609 -6.54992 2.86251 0.159 0.255 -0.425 -0.032
N -3.52673 -7.35810 3.60824 -0.028 -0.008 0.063 -0.634
C -2.77272 -5.75054 0.54365 -0.174 -0.481 -0.264 0.324
C -2.34421 -4.73462 -0.29686 0.021 0.139 -0.200 -0.915
C -1.89943 -3.49532 0.17459 0.056 0.168 -0.139 0.359
S -1.38350 -2.28119 -0.97333 0.130 -0.180 -0.033 -0.438
C -3.23504 -6.99770 -0.02064 0.162 0.376 0.244 -0.060
N -3.60164 -7.98969 -0.47657 -0.017 -0.020 -0.038 -0.634
H -2.27908 -4.15701 3.48362 0.001 -0.009 -0.011 0.462
H -2.35673 -4.90029 -1.36697 -0.002 0.012 0.017 0.422
C 2.88352 -1.59863 0.43850 0.011 -0.045 -0.026 -1.691
C 2.79713 -1.08348 -1.00938 -0.021 -0.049 -0.001 2.725
C 2.28894 -2.26874 -1.84448 0.004 -0.019 0.026 -1.991
C 4.21847 -0.79813 -1.51288 0.057 -0.097 0.023 -1.940
Si 1.56170 0.44686 -1.02392 -0.172 0.128 0.157 -1.374
C 2.60042 2.00773 -0.41557 0.071 0.015 -0.107 3.165
C 3.66247 2.54833 -1.38273 0.075 0.041 0.020 -2.044
C 1.61603 3.14909 -0.13231 0.060 0.101 0.071 -1.835
C 3.31966 1.71502 0.90808 -0.058 0.024 -0.049 -2.157
C 1.04179 0.83668 -2.87302 -0.060 -0.061 -0.009 2.894
C 2.16746 0.77751 -3.91398 -0.025 0.061 -0.070 -1.908
C -0.04589 -0.15691 -3.31067 -0.022 0.073 -0.059 -1.841
C 0.38579 2.22181 -2.96480 -0.040 -0.021 -0.157 -2.239
H 3.54547 -2.47560 0.47134 0.022 0.002 0.029 0.533
H 1.90584 -1.91554 0.81070 -0.033 0.003 -0.031 0.192
H 3.27186 -0.86164 1.14171 -0.007 -0.016 -0.032 0.285
H 2.95174 -3.12568 -1.65757 -0.017 -0.032 -0.028 0.592
H 2.32002 -2.07179 -2.91688 -0.009 0.068 -0.052 0.290
H 1.27628 -2.57444 -1.58381 -0.068 0.058 0.052 0.126
H 4.79918 -1.73170 -1.48276 0.023 0.001 0.003 0.544
H 4.75762 -0.07005 -0.91096 -0.007 0.034 0.124 0.325
H 4.23233 -0.44447 -2.54541 -0.039 0.007 -0.005 0.269
H 3.23608 2.93170 -2.30809 -0.095 0.055 0.006 0.333
H 4.41062 1.80096 -1.65147 -0.039 0.056 0.014 0.271
H 4.19202 3.38514 -0.90241 0.010 0.018 -0.019 0.580
H 1.05142 3.49157 -0.99641 0.147 0.027 0.131 0.252
H 2.16769 4.01784 0.26520 -0.034 0.027 0.004 0.517
H 0.86286 2.85811 0.59545 -0.015 -0.053 0.043 0.012
H 4.16696 1.04122 0.80222 0.095 -0.047 -0.134 0.235
H 2.65908 1.27402 1.65554 0.022 -0.038 -0.108 0.061
H 3.71262 2.66360 1.30781 0.035 -0.035 0.023 0.687
H 2.57754 -0.22469 -4.03424 -0.035 -0.100 0.034 0.283
H 2.99884 1.44276 -3.68108 -0.022 -0.002 -0.003 0.259
H 1.76840 1.08295 -4.89245 0.016 -0.016 -0.018 0.546
H 0.26244 -1.19868 -3.26556 0.057 -0.064 0.029 0.346
H -0.33876 0.06572 -4.34681 0.005 -0.024 -0.016 0.565
H -0.94732 -0.06300 -2.70085 0.016 0.022 0.048 0.229
H 1.08967 3.04288 -2.83327 0.054 -0.043 -0.094 0.375
H -0.42115 2.36471 -2.24014 0.035 -0.038 0.012 0.227
H -0.05573 2.33480 -3.96463 -0.019 0.017 -0.007 0.615
I -2.14903 4.64327 -0.29510 0.027 0.008 0.110 -0.799
```
Forces are in eV/Å.

Values from the calculation:
E_HOMO in hartree: -0.075
Charge: -2
Energy in Eh: -3400.9498
Strongest force on any atom in eV/Å: 0.85
Molar mass in g/mol: 735.158
Orbital gap in eV: 6.041